Entry 1:
Molecular formula: C31H75N7O3PS
Method: DFT, ωB97M-V/def2-TZVPD

Its calculated total energy is -70051.5973 eV. The highest occupied orbital energy comes out at -9.7 eV. The total charge is +1.

Geometry (Å):
C1 1.419 0.864 1.542
C2 1.391 -0.694 1.148
C3 1.708 -0.962 -0.398
C4 1.024 -2.332 -0.786
N1 1.345 -2.723 -2.204
C5 -0.554 -2.193 -0.608
N2 -0.981 -1.698 0.745
N3 -2.109 -2.377 1.293
C6 -1.855 -3.561 1.664
S1 -1.245 -4.955 2.262
P1 -1.720 -0.058 0.436
O1 -2.130 0.646 1.705
O2 -3.157 -0.431 -0.377
O3 -0.835 0.880 -0.604
C7 0.130 -1.469 1.718
H1 2.108 1.441 0.867
H2 0.399 1.310 1.655
H3 1.895 0.916 2.570
H4 2.291 -1.110 1.696
H5 1.475 -0.108 -1.082
H6 2.825 -1.134 -0.483
H7 1.386 -3.153 -0.102
H8 2.025 -3.488 -2.100
H9 0.495 -3.212 -2.526
H10 -0.895 -1.526 -1.462
H11 -0.976 -3.208 -0.882
H12 -3.763 0.293 -0.125
H13 -1.479 1.370 -1.154
H14 0.539 -2.421 2.175
H15 -0.242 -0.874 2.607
C8 1.588 7.651 5.371
C9 1.007 6.793 4.257
N4 1.906 5.743 3.794
C10 1.453 5.103 2.564
C11 0.146 4.313 2.612
C12 2.412 4.836 4.817
C13 1.391 4.049 5.641
H16 2.539 8.099 5.073
H17 0.896 8.462 5.611
H18 1.745 7.081 6.290
H19 0.793 7.461 3.416
H20 0.042 6.388 4.589
H21 2.248 4.448 2.189
H22 1.351 5.882 1.801
H23 0.273 3.349 3.106
H24 -0.186 4.103 1.590
H25 -0.658 4.859 3.108
H26 3.032 5.415 5.508
H27 3.113 4.132 4.356
H28 0.544 4.662 5.956
H29 1.868 3.666 6.546
H30 1.010 3.186 5.095
C14 4.613 3.070 -5.119
C15 3.571 2.072 -4.631
N5 2.292 2.679 -4.289
C16 1.399 1.770 -3.582
C17 0.900 0.535 -4.331
C18 1.663 3.483 -5.331
C19 1.353 2.803 -6.666
H31 4.777 3.863 -4.386
H32 5.565 2.559 -5.280
H33 4.329 3.527 -6.070
H34 3.981 1.595 -3.734
H35 3.461 1.280 -5.383
H36 0.533 2.333 -3.214
H37 1.917 1.431 -2.677
H38 0.124 0.786 -5.054
H39 0.451 -0.165 -3.617
H40 1.701 0.003 -4.846
H41 2.307 4.344 -5.530
H42 0.742 3.925 -4.937
H43 2.170 2.167 -7.013
H44 1.185 3.563 -7.433
H45 0.445 2.203 -6.612
C20 5.241 -8.253 4.287
C21 4.780 -6.866 3.863
N6 4.309 -6.798 2.485
C22 4.120 -5.433 2.008
C23 3.040 -4.583 2.682
C24 3.252 -7.733 2.122
C25 1.946 -7.671 2.917
H46 6.021 -8.632 3.624
H47 5.653 -8.211 5.298
H48 4.419 -8.971 4.305
H49 5.639 -6.196 3.969
H50 4.020 -6.513 4.573
H51 3.929 -5.455 0.930
H52 5.076 -4.909 2.112
H53 2.038 -4.870 2.358
H54 3.177 -3.534 2.398
H55 3.085 -4.633 3.771
H56 3.650 -8.748 2.204
H57 3.024 -7.622 1.057
H58 2.111 -7.566 3.991
H59 1.380 -8.594 2.765
H60 1.310 -6.852 2.581
C26 -9.541 1.017 -3.655
C27 -8.103 1.471 -3.451
N7 -7.578 1.184 -2.123
C28 -6.310 1.849 -1.852
C29 -5.100 1.444 -2.695
C30 -7.656 -0.206 -1.689
C31 -6.956 -1.261 -2.549
H61 -10.205 1.452 -2.906
H62 -9.892 1.334 -4.640
H63 -9.637 -0.071 -3.616
H64 -8.085 2.555 -3.605
H65 -7.478 1.034 -4.242
H66 -6.061 1.724 -0.791
H67 -6.465 2.926 -1.977
H68 -4.697 0.478 -2.387
H69 -4.300 2.179 -2.555
H70 -5.323 1.408 -3.762
H71 -8.712 -0.478 -1.610
H72 -7.282 -0.283 -0.662
H73 -7.121 -1.109 -3.617
H74 -7.344 -2.252 -2.299
H75 -5.882 -1.287 -2.363

=====

Entry 2:
Molecular formula: C25H21F4IrN3
Method: DFT, ωB97M-V/def2-TZVPD

For the energy relative to the best compared isomer or geometry (same formula, charge and spin), the calculation gives 4.5 kcal per mole. Its calculated total energy is -44429.0964 eV. The highest occupied orbital energy (alpha / beta) comes out at -14.4 / -14.4 eV. The total charge is +2. Its multiplicity is 2.

Geometry (Å):
Ir1 -0.201 -0.008 -0.326
C1 -0.665 2.585 -1.504
N1 -1.436 1.354 -1.197
C2 -2.583 1.690 -0.313
C3 -1.887 0.684 -2.453
C4 -2.349 -0.720 -2.156
N2 -1.296 -1.324 -1.352
C5 -1.142 -2.634 -1.136
C6 0.003 -3.042 -0.391
F1 0.856 -2.071 0.031
C7 0.267 -4.348 -0.105
F2 1.356 -4.664 0.568
C8 -0.614 -5.346 -0.527
C9 -1.754 -4.988 -1.230
F3 -2.612 -5.913 -1.608
C10 -2.018 -3.672 -1.549
F4 -3.118 -3.375 -2.220
H1 -1.264 3.255 -2.125
H2 0.252 2.332 -2.035
H3 -0.419 3.093 -0.575
H4 -3.221 2.426 -0.807
H5 -2.211 2.101 0.621
H6 -3.167 0.801 -0.092
H7 -1.034 0.665 -3.136
H8 -2.687 1.250 -2.934
H9 -2.555 -1.247 -3.087
H10 -3.286 -0.730 -1.591
H11 -0.414 -6.387 -0.308
C11 -2.324 -0.523 3.341
C12 -1.607 0.313 4.184
C13 -0.457 0.947 3.732
C14 -0.007 0.727 2.436
C15 -0.766 -0.075 1.580
C16 -1.899 -0.723 2.027
C17 1.239 1.244 1.875
C18 2.215 1.971 2.570
C19 3.339 2.378 1.909
C20 3.537 2.040 0.550
C21 4.697 2.405 -0.175
C22 4.859 2.000 -1.467
C23 3.866 1.218 -2.097
C24 2.719 0.883 -1.432
C25 2.534 1.293 -0.096
N3 1.391 0.946 0.586
H12 -3.214 -1.022 3.699
H13 -1.933 0.451 5.206
H14 0.088 1.603 4.398
H15 -2.455 -1.390 1.378
H16 2.079 2.203 3.616
H17 4.094 2.956 2.427
H18 5.455 2.999 0.318
H19 5.758 2.257 -2.009
H20 4.026 0.873 -3.109
H21 1.967 0.257 -1.904

=====

Entry 3:
Molecular formula: C36H49HfN6O2P2SSi2
Method: DFT, ωB97M-V/def2-TZVPD

Its calculated total energy is -97641.5416 eV. The highest occupied orbital energy comes out at -10.7 eV. The total charge is +1.

Geometry (Å):
Hf1 0.561 -0.998 -1.362
C1 -1.446 -1.090 -4.233
Si1 -1.524 0.657 -3.567
C2 -0.748 1.782 -4.830
C3 -3.345 1.005 -3.377
N1 -0.573 0.640 -2.079
P1 -0.279 1.632 -0.772
C4 0.508 0.632 0.370
P2 -0.501 -0.543 1.153
N2 -0.010 -1.953 0.436
Si2 -0.325 -3.642 0.907
C5 0.506 -4.746 -0.323
C6 0.448 -3.948 2.583
C7 -2.146 -4.008 0.905
C8 -2.328 -0.469 1.016
C9 -2.984 -0.954 -0.120
C10 -4.364 -0.914 -0.221
C11 -5.121 -0.386 0.816
C12 -4.491 0.090 1.956
C13 -3.107 0.048 2.055
C14 -0.254 -0.540 2.945
C15 -0.983 -1.390 3.782
C16 -0.756 -1.384 5.150
C17 0.197 -0.527 5.694
C18 0.911 0.332 4.869
C19 0.679 0.328 3.497
C20 0.974 2.896 -1.212
C21 2.288 2.460 -1.422
C22 3.302 3.353 -1.717
C23 3.027 4.715 -1.785
C24 1.742 5.167 -1.545
C25 0.718 4.265 -1.263
C26 -1.741 2.635 -0.444
C27 -2.219 2.827 0.846
C28 -3.331 3.626 1.067
C29 -3.961 4.249 -0.001
C30 -3.459 4.102 -1.290
C31 -2.350 3.302 -1.509
H1 -2.255 -1.226 -4.962
H2 -1.595 -1.853 -3.465
H3 -0.507 -1.307 -4.752
H4 -1.163 1.552 -5.820
H5 0.337 1.655 -4.894
H6 -0.940 2.843 -4.631
H7 -3.907 0.204 -3.870
H8 -3.637 1.953 -3.844
H9 -3.652 1.043 -2.330
H10 1.580 -4.544 -0.379
H11 0.095 -4.643 -1.329
H12 0.371 -5.792 -0.010
H13 1.066 -3.100 2.893
H14 1.088 -4.837 2.529
H15 -0.295 -4.124 3.367
H16 -2.542 -3.967 -0.114
H17 -2.730 -3.314 1.519
H18 -2.315 -5.023 1.288
H19 -2.424 -1.402 -0.919
H20 -4.854 -1.312 -1.102
H21 -6.202 -0.360 0.737
H22 -5.079 0.487 2.777
H23 -2.628 0.423 2.951
H24 -1.722 -2.066 3.362
H25 -1.326 -2.044 5.796
H26 0.371 -0.523 6.765
H27 1.639 1.013 5.296
H28 1.189 1.019 2.842
H29 2.522 1.412 -1.302
H30 4.312 2.997 -1.881
H31 3.820 5.419 -2.008
H32 1.527 6.229 -1.567
H33 -0.276 4.642 -1.074
H34 -1.707 2.367 1.683
H35 -3.705 3.769 2.074
H36 -4.841 4.856 0.169
H37 -3.930 4.615 -2.120
H38 -1.939 3.218 -2.512
N3 2.089 -0.235 -3.178
N4 2.135 -1.392 -4.005
C32 1.666 -2.636 -3.540
O1 2.052 -3.645 -4.058
O2 0.762 -2.529 -2.561
H39 1.729 0.529 -3.729
H40 3.025 -0.011 -2.879
H41 2.916 -1.499 -4.629
S1 3.051 -1.868 -0.729
C33 3.766 -1.226 0.709
N5 3.524 -0.016 1.187
C34 4.304 0.523 2.301
C35 4.588 -0.584 3.300
C36 5.353 -1.673 2.577
N6 4.671 -1.995 1.316
H42 2.658 0.450 0.878
H43 3.754 1.345 2.746
H44 5.246 0.924 1.920
H45 3.640 -0.977 3.678
H46 5.170 -0.217 4.144
H47 5.405 -2.576 3.179
H48 6.372 -1.348 2.371
H49 4.868 -2.875 0.868

=====

Entry 4:
Molecular formula: C60H101N11O6
Method: DFT, ωB97M-V/def2-TZVPD

Its calculated total energy is -92527.5207 eV. Its SMILES is CCCNc1c(CC(=O)N(C)C)cc2c(c1CCCCCCCCCOC)C(=O)N(OC[C@H](C)O)C2=O.CCCC#N.CCCC#N.CCCC#N.CCCC#N.CCCC#N.CCCC#N.CCCC#N.CCCC#N. The highest occupied orbital energy comes out at -8.8 eV.

Geometry (Å):
C1 6.918 -2.680 0.448
C2 6.719 -2.723 -1.109
C3 5.612 -1.740 -1.678
N1 4.647 -1.222 -0.668
C4 4.419 0.199 -0.845
C5 4.937 1.155 0.159
C6 5.695 0.661 1.456
C7 4.721 0.853 2.679
O1 4.870 1.859 3.360
N2 3.698 -0.061 3.097
C8 3.486 -1.173 2.147
C9 2.378 0.601 3.242
C10 4.773 2.615 0.002
C11 4.072 3.060 -1.173
C12 3.494 2.184 -2.208
C13 3.684 0.761 -2.000
C14 3.057 -0.218 -3.066
C15 1.760 -0.824 -2.351
C16 0.627 -1.253 -3.347
C17 -0.456 -2.058 -2.484
C18 -1.946 -1.740 -2.887
C19 -2.828 -1.964 -1.570
C20 -3.314 -0.597 -0.919
C21 -4.890 -0.507 -0.956
C22 -5.482 0.581 0.012
O2 -6.637 1.203 -0.597
C23 -7.769 1.158 0.278
C24 2.767 2.983 -3.320
O3 2.383 2.660 -4.398
N3 2.665 4.310 -2.711
O4 1.350 4.500 -2.300
C25 1.053 5.900 -2.097
C26 0.656 6.083 -0.590
C27 -0.173 7.418 -0.412
O5 1.783 6.111 0.293
C28 3.691 4.480 -1.686
O6 4.215 5.483 -1.305
H1 7.625 -3.522 0.702
H2 7.424 -1.746 0.783
H3 5.967 -2.911 0.982
H4 7.699 -2.438 -1.579
H5 6.471 -3.757 -1.447
H6 6.085 -0.857 -2.171
H7 5.041 -2.311 -2.455
H8 3.770 -1.739 -0.656
H9 5.945 -0.419 1.361
H10 6.587 1.315 1.627
H11 2.985 -0.805 1.203
H12 4.416 -1.728 1.880
H13 2.752 -1.906 2.587
H14 1.668 -0.156 3.675
H15 1.940 0.876 2.240
H16 2.442 1.514 3.874
H17 5.163 3.353 0.730
H18 3.770 -1.020 -3.371
H19 2.792 0.352 -3.990
H20 2.002 -1.639 -1.628
H21 1.341 0.032 -1.746
H22 0.159 -0.395 -3.893
H23 0.997 -1.964 -4.140
H24 -0.229 -3.149 -2.423
H25 -0.323 -1.662 -1.435
H26 -2.267 -2.561 -3.609
H27 -2.099 -0.716 -3.311
H28 -3.667 -2.688 -1.740
H29 -2.177 -2.448 -0.787
H30 -3.031 -0.605 0.173
H31 -2.807 0.302 -1.355
H32 -5.174 -0.210 -2.008
H33 -5.373 -1.500 -0.718
H34 -4.737 1.382 0.268
H35 -5.821 0.130 0.986
H36 -7.547 1.657 1.266
H37 -8.579 1.745 -0.229
H38 -8.122 0.106 0.458
H39 1.916 6.554 -2.371
H40 0.168 6.231 -2.714
H41 0.040 5.196 -0.286
H42 0.172 7.986 0.488
H43 0.011 8.086 -1.298
H44 -1.254 7.153 -0.331
H45 2.106 7.026 0.340
C29 -6.956 -3.224 -4.140
C30 -5.903 -2.212 -4.577
C31 -4.836 -2.814 -5.494
C32 -4.046 -3.845 -4.819
N4 -3.423 -4.652 -4.290
H46 -6.514 -4.033 -3.555
H47 -7.707 -2.736 -3.515
H48 -7.462 -3.661 -5.003
H49 -5.432 -1.775 -3.692
H50 -6.400 -1.396 -5.109
H51 -4.166 -2.018 -5.831
H52 -5.303 -3.234 -6.388
C33 1.546 5.497 4.223
C34 0.677 5.557 5.470
C35 0.424 4.168 6.051
C36 -0.343 3.335 5.121
N5 -0.956 2.686 4.397
H53 1.065 4.933 3.421
H54 1.739 6.504 3.847
H55 2.508 5.028 4.445
H56 -0.271 6.050 5.239
H57 1.178 6.172 6.223
H58 -0.130 4.256 6.991
H59 1.377 3.691 6.292
C37 5.856 6.531 1.657
C38 7.147 6.183 2.387
C39 6.909 5.383 3.672
C40 6.154 6.147 4.668
N6 5.563 6.747 5.449
H60 5.212 7.167 2.268
H61 6.078 7.071 0.735
H62 5.300 5.628 1.395
H63 7.695 7.103 2.614
H64 7.781 5.592 1.720
H65 7.874 5.098 4.099
H66 6.379 4.454 3.441
C41 -2.463 -5.021 1.581
C42 -3.161 -4.585 2.864
C43 -4.688 -4.634 2.761
C44 -5.206 -3.696 1.764
N7 -5.611 -2.960 0.981
H67 -2.706 -4.358 0.748
H68 -1.381 -4.998 1.715
H69 -2.751 -6.039 1.306
H70 -2.836 -3.574 3.128
H71 -2.845 -5.244 3.678
H72 -5.120 -4.390 3.735
H73 -5.012 -5.649 2.517
C45 0.910 -7.325 -1.072
C46 2.033 -6.381 -1.490
C47 2.417 -5.387 -0.393
C48 1.318 -4.477 -0.067
N8 0.444 -3.771 0.174
H74 -0.011 -6.779 -0.857
H75 0.695 -8.033 -1.875
H76 1.188 -7.894 -0.182
H77 1.736 -5.845 -2.395
H78 2.914 -6.975 -1.745
H79 3.277 -4.801 -0.729
H80 2.731 -5.926 0.505
C49 -1.506 8.507 6.855
C50 -2.942 8.005 6.943
C51 -3.319 7.524 8.346
C52 -2.528 6.362 8.760
N9 -1.907 5.451 9.081
H81 -0.793 7.712 7.080
H82 -1.295 8.866 5.846
H83 -1.335 9.332 7.551
H84 -3.089 7.199 6.219
H85 -3.617 8.816 6.657
H86 -4.379 7.256 8.359
H87 -3.190 8.335 9.066
C53 4.488 -4.917 -6.214
C54 5.799 -5.283 -5.527
C55 5.597 -6.095 -4.245
C56 4.883 -5.336 -3.218
N10 4.322 -4.738 -2.413
H88 3.868 -4.281 -5.578
H89 4.687 -4.369 -7.136
H90 3.916 -5.812 -6.468
H91 6.360 -4.370 -5.308
H92 6.406 -5.871 -6.220
H93 6.574 -6.391 -3.852
H94 5.054 -7.016 -4.467
C57 -10.663 -3.743 -1.865
C58 -11.491 -4.664 -2.753
C59 -10.986 -6.109 -2.752
C60 -9.639 -6.225 -3.316
N11 -8.583 -6.315 -3.758
H95 -9.630 -3.676 -2.213
H96 -11.081 -2.734 -1.875
H97 -10.655 -4.097 -0.832
H98 -11.501 -4.271 -3.774
H99 -12.526 -4.656 -2.399
H100 -11.671 -6.727 -3.340
H101 -10.996 -6.507 -1.735